Entry 1:
Density functional theory data (ωB97M-V/def2-TZVPD) for a structure of composition C8H28Fe2N12O8.

Properties
LUMO level (spin up / spin down) ... -6.58 / -6.72 eV
DFT total energy ... -111778.116 eV
Net charge ... +2
HOMO energy (spin up / spin down) ... -13.52 / -13.52 eV
Expectation value of S² ... 20.019
Spin multiplicity ... 9
Molecular weight ... 532.08 Da

```
58
Properties=species:S:1:pos:R:3:forces:R:3
Fe -1.164 3.377 0.361 2.0469 -0.8866 -0.2848
Fe -1.894 0.079 2.147 -0.6582 -0.8527 -1.7700
O -0.915 1.527 1.037 -0.4623 0.3182 0.4163
C -0.144 0.804 0.054 -0.6111 0.4196 -0.4722
C -0.135 -0.728 0.229 1.2330 -0.7876 0.0621
O -1.057 -1.321 1.105 -0.1682 1.1801 0.2887
H 0.887 1.169 0.052 -0.0297 0.0620 0.1223
H -0.585 1.069 -0.913 0.1054 -0.2386 -0.1018
H 0.877 -1.000 0.567 -0.0071 0.2098 0.1797
H -0.158 -1.185 -0.772 -0.4278 0.0870 0.0368
C 5.333 1.560 0.321 0.2975 -0.0141 -0.3118
O 4.787 2.398 1.017 -0.2211 0.4221 -0.0939
N 4.614 0.717 -0.477 0.4878 0.2324 0.5587
N 6.725 1.436 0.264 -0.2342 -0.2756 -0.0352
H 3.618 0.776 -0.393 -0.0812 -0.3333 -0.1190
H 5.092 0.057 -1.063 -0.3248 -0.0835 -0.1217
H 7.085 0.535 -0.016 -0.0591 0.0693 -0.2079
H 7.175 2.194 -0.229 0.1436 0.1490 0.3671
C 0.994 -4.503 1.095 1.5666 0.5165 0.3839
O 0.959 -5.710 0.955 -0.5283 0.3624 0.0674
N 0.393 -3.792 2.117 0.1530 -0.8802 -0.4185
N 1.853 -3.711 0.336 -1.1261 -0.6147 -0.0203
H 0.139 -2.830 1.971 -0.3236 -0.0756 0.1770
H -0.103 -4.388 2.758 -0.3873 0.3255 0.0161
H 1.902 -2.729 0.513 0.4897 -0.0179 -0.0186
H 2.522 -4.216 -0.215 0.0741 0.2378 -0.1886
C 1.920 4.164 0.947 1.1711 -1.0618 0.2987
O 0.674 4.025 0.839 -0.9737 0.6356 0.0077
N 2.732 4.189 -0.125 -1.0339 0.2836 0.2903
N 2.519 4.140 2.145 -0.4152 0.3109 -0.0986
H 2.280 4.244 -1.020 0.3179 0.0198 -0.1543
H 3.723 4.308 0.002 0.0640 -0.1202 -0.2341
H 1.955 4.223 2.972 0.0187 -0.1183 0.0188
H 3.517 4.025 2.236 0.0293 -0.0297 -0.0605
C -3.619 -4.582 0.818 0.5184 0.3844 1.3879
O -4.207 -3.744 1.500 -0.4763 0.1918 -0.6332
N -4.042 -5.859 0.681 0.0873 -0.4381 -0.4865
N -2.402 -4.278 0.252 -0.7988 -0.6447 -0.5700
H -4.911 -6.176 1.068 -0.0475 0.3258 0.2269
H -3.459 -6.570 0.275 -0.0030 0.0938 -0.1140
H -1.801 -5.060 0.046 0.4605 0.3816 -0.0799
H -2.045 -3.370 0.487 0.4641 -0.2405 0.3467
C -0.646 3.952 -2.807 -0.0791 0.0638 -1.1957
O -0.779 3.613 -1.608 -0.4147 0.0963 0.5283
N -1.080 5.131 -3.284 -0.1535 -0.0846 0.8085
N -0.011 3.127 -3.670 -0.3573 -0.1677 0.5954
H -1.282 5.297 -4.255 0.2183 -0.0587 -0.0628
H -1.531 5.733 -2.614 -0.0216 0.1168 -0.1528
H 0.041 3.315 -4.658 -0.0246 0.1155 0.0135
H 0.008 2.160 -3.388 0.2244 -0.0126 -0.1132
C -4.305 -0.688 0.353 -0.0067 -0.0625 -0.7349
O -3.673 -0.036 1.219 0.2478 0.7167 1.1464
N -5.630 -0.559 0.236 0.2873 -0.2789 -0.1809
N -3.644 -1.412 -0.587 -0.3109 0.1749 0.4722
H -6.105 -1.070 -0.488 -0.1687 0.0334 0.1041
H -6.171 -0.033 0.899 0.1018 -0.0502 0.1353
H -2.682 -1.590 -0.328 -0.0136 -0.0829 0.0444
H -4.139 -2.205 -0.969 0.1406 -0.0247 -0.0655
```
Forces are in eV/Å.



Entry 2:
Density functional theory data (ωB97M-V/def2-TZVPD) for a structure of composition C8H28MnN2O6.

Properties
ΔE to the lowest compared entry with this formula, charge and spin ... 0.0 kcal/mol
LUMO level (spin up / spin down) ... -6.50 / -6.51 eV
DFT total energy ... -55317.466 eV
Net charge ... +2
HOMO energy (spin up / spin down) ... -16.82 / -17.21 eV
Expectation value of S² ... 8.752
Spin multiplicity ... 6
Molecular weight ... 303.26 Da

```
45
Properties=species:S:1:pos:R:3:forces:R:3
Mn -5.684 2.628 -17.467 0.3900 0.1166 -1.4155
C -9.175 4.194 -19.220 -2.5290 0.9285 -0.7629
C -8.803 3.377 -18.036 -1.0499 0.2337 -0.3653
O -7.756 2.457 -18.382 0.0828 -0.6308 0.1755
H -8.352 4.684 -19.655 1.3136 0.3543 -0.4398
H -9.847 5.078 -18.966 0.4569 -1.3955 -0.0361
H -9.682 3.608 -20.031 0.3550 0.4261 0.7484
H -9.646 2.835 -17.636 -0.3577 -0.4461 -0.0690
H -8.549 4.037 -17.245 1.1472 0.4041 0.8271
H -8.201 1.802 -18.956 0.6873 0.2136 0.3130
C -4.184 6.013 -15.859 0.0489 0.9834 1.9121
C -5.495 5.260 -15.887 2.8814 1.5722 0.0567
O -5.543 4.736 -17.188 -1.3097 -0.9859 -1.5706
H -3.429 5.329 -16.181 0.8771 -0.2775 0.0324
H -3.980 6.408 -14.828 0.0679 -0.5210 -0.8588
H -4.164 6.897 -16.494 -0.2458 -0.0659 -0.2506
H -6.231 5.949 -15.663 -2.1852 1.0807 0.1401
H -5.469 4.527 -15.111 -0.1943 -0.9491 0.0438
H -5.616 5.428 -17.882 0.0119 -0.5521 0.7109
C -5.681 1.983 -14.726 2.7964 0.8865 11.5376
O -5.668 2.116 -13.407 0.4990 -1.2903 -7.3095
N -6.660 2.293 -15.471 -12.9651 0.2982 -2.2338
N -4.657 2.023 -15.623 5.4007 -2.0882 1.0518
H -7.352 2.902 -14.894 1.1610 -1.1270 -1.0479
H -7.358 1.408 -15.604 1.9067 2.1445 0.0147
H -4.014 2.540 -15.042 1.0135 1.6626 -0.1700
H -4.047 1.218 -15.454 -0.0755 -0.9925 -0.7703
C -6.320 3.709 -21.019 -1.3143 -0.1874 -1.4240
O -5.436 3.729 -19.912 1.0851 0.6275 -0.1326
H -5.758 3.636 -21.968 -0.1982 -0.5552 0.4370
H -6.866 4.660 -21.158 0.0427 -0.3936 0.4921
H -7.052 2.866 -20.899 0.8042 0.8736 -0.2657
H -4.648 4.155 -20.316 -0.3514 -0.4931 0.9631
C -2.148 2.104 -17.963 1.6894 -0.0914 1.1658
O -3.356 2.863 -17.940 0.5818 1.9561 -0.3418
H -1.758 1.737 -16.966 -0.6138 0.9944 -0.7903
H -1.294 2.436 -18.582 -0.5395 1.1048 0.6501
H -2.352 1.263 -18.500 -1.0087 -2.7515 -1.2239
H -3.139 3.803 -18.157 -0.2696 -1.1117 0.4050
C -5.407 0.273 -19.461 -4.0244 -0.0810 -3.8320
O -5.372 0.501 -18.104 1.4759 2.1226 1.2087
H -6.506 0.129 -19.568 0.3482 -0.4752 -0.9197
H -4.986 -0.617 -19.898 0.7979 -0.3805 0.6701
H -5.286 1.079 -20.230 0.9291 0.1011 1.6180
H -5.177 -0.318 -17.698 0.3802 -1.2422 1.0561
```
Forces are in eV/Å.



Entry 3:
Density functional theory data (ωB97M-V/def2-TZVPD) for a cluster of 8 separate species, C8H28O12 in total.

Properties
LUMO level ... 0.11 eV
DFT total energy ... -33320.610 eV
HOMO energy ... -10.56 eV
Molecular weight ... 316.30 Da

```
48
Properties=species:S:1:pos:R:3:forces:R:3
C -19.034 1.328 8.643 -0.4650 1.2614 -0.0337
C -19.366 2.340 7.494 -0.4720 -0.5530 0.0836
O -18.228 3.184 7.272 0.3016 -0.2706 -0.7160
C -17.176 2.725 6.563 -0.7550 -0.6378 0.6091
O -16.179 3.358 6.417 0.2418 0.6994 0.0510
O -17.332 1.464 6.086 -0.0336 0.8199 0.2442
C -16.138 1.105 5.378 -0.0644 -0.3348 -0.3381
H -18.995 1.882 9.600 -0.0428 -0.1898 -0.3854
H -18.067 0.824 8.525 -0.2885 0.1099 -0.3898
H -19.833 0.603 8.739 -0.0780 -0.2479 0.0100
H -20.182 3.067 7.720 0.6683 -0.6941 0.3574
H -19.730 1.837 6.562 0.7723 0.2375 0.6411
H -15.984 1.827 4.582 0.1100 -0.1280 -0.1899
H -16.308 0.106 4.980 0.0451 0.0501 0.0914
H -15.287 1.150 6.049 0.0561 -0.2118 0.0163
C -9.040 4.733 5.876 0.2759 0.7094 -1.3071
C -9.383 3.734 6.960 0.9812 -0.5726 -0.6715
O -10.771 3.966 7.281 0.2244 -0.7816 0.1665
C -11.363 2.927 7.931 -1.4995 4.3698 -1.1689
O -10.807 1.975 8.282 1.7370 -3.5441 1.1801
O -12.661 3.239 8.124 0.3334 -0.8932 0.1085
C -13.357 2.056 8.620 0.1857 0.4055 -0.8309
H -9.420 5.770 5.969 -0.0375 -0.7339 0.4494
H -9.424 4.343 4.930 -0.4091 0.1570 0.0316
H -7.977 4.852 5.617 -0.0245 -0.3280 0.7495
H -8.704 3.783 7.828 -0.6793 0.2959 0.0247
H -9.173 2.706 6.525 -0.7865 1.0073 0.6434
H -13.043 1.221 8.000 -0.3156 -0.2282 0.0069
H -14.419 2.252 8.524 0.0284 0.0894 0.0374
H -13.049 1.831 9.624 -0.0004 0.0603 0.5650
O -18.039 -2.193 10.998 0.1493 0.5941 0.0585
H -17.374 -2.720 10.548 0.1806 -0.4974 -0.1528
H -17.531 -1.417 11.285 -0.3381 -0.0425 -0.0643
O -16.328 -3.877 9.371 -0.0723 -0.0210 -0.5219
H -15.513 -4.141 9.796 0.2848 -0.0661 0.1876
H -16.147 -3.969 8.422 -0.1433 0.1123 0.3135
O -17.877 -2.206 7.508 -0.2543 0.5729 0.1041
H -18.576 -1.542 7.399 0.2131 -0.2157 -0.2644
H -17.922 -2.368 8.457 -0.0171 -0.3062 0.3142
O -13.246 -1.318 7.473 0.4317 -0.2383 -0.4434
H -13.085 -1.431 6.531 0.1548 -0.0283 0.0873
H -14.134 -0.951 7.522 -0.4125 0.1644 0.4088
O -16.458 0.473 11.028 -0.1911 0.2743 -0.2906
H -15.915 0.792 11.751 0.1943 -0.0153 0.1825
H -16.780 1.281 10.597 0.0113 -0.3037 0.1027
O -15.702 -0.398 8.303 -0.2109 0.1308 -0.0423
H -15.848 -0.377 9.259 0.1263 0.0063 0.0166
H -16.354 -1.026 7.953 -0.1162 -0.0439 -0.0323
```
Forces are in eV/Å.



Question: Among the records above, which one has the lowest DFT total energy?
Answer: C8H28Fe2N12O8



Question: Look up the DFT total energy of the second one.
Answer: -55317.466 eV



Repeat the third record exactly.
Density functional theory data (ωB97M-V/def2-TZVPD) for a cluster of 8 separate species, C8H28O12 in total.

Properties
LUMO level ... 0.11 eV
DFT total energy ... -33320.610 eV
HOMO energy ... -10.56 eV
Molecular weight ... 316.30 Da

```
48
Properties=species:S:1:pos:R:3:forces:R:3
C -19.034 1.328 8.643 -0.4650 1.2614 -0.0337
C -19.366 2.340 7.494 -0.4720 -0.5530 0.0836
O -18.228 3.184 7.272 0.3016 -0.2706 -0.7160
C -17.176 2.725 6.563 -0.7550 -0.6378 0.6091
O -16.179 3.358 6.417 0.2418 0.6994 0.0510
O -17.332 1.464 6.086 -0.0336 0.8199 0.2442
C -16.138 1.105 5.378 -0.0644 -0.3348 -0.3381
H -18.995 1.882 9.600 -0.0428 -0.1898 -0.3854
H -18.067 0.824 8.525 -0.2885 0.1099 -0.3898
H -19.833 0.603 8.739 -0.0780 -0.2479 0.0100
H -20.182 3.067 7.720 0.6683 -0.6941 0.3574
H -19.730 1.837 6.562 0.7723 0.2375 0.6411
H -15.984 1.827 4.582 0.1100 -0.1280 -0.1899
H -16.308 0.106 4.980 0.0451 0.0501 0.0914
H -15.287 1.150 6.049 0.0561 -0.2118 0.0163
C -9.040 4.733 5.876 0.2759 0.7094 -1.3071
C -9.383 3.734 6.960 0.9812 -0.5726 -0.6715
O -10.771 3.966 7.281 0.2244 -0.7816 0.1665
C -11.363 2.927 7.931 -1.4995 4.3698 -1.1689
O -10.807 1.975 8.282 1.7370 -3.5441 1.1801
O -12.661 3.239 8.124 0.3334 -0.8932 0.1085
C -13.357 2.056 8.620 0.1857 0.4055 -0.8309
H -9.420 5.770 5.969 -0.0375 -0.7339 0.4494
H -9.424 4.343 4.930 -0.4091 0.1570 0.0316
H -7.977 4.852 5.617 -0.0245 -0.3280 0.7495
H -8.704 3.783 7.828 -0.6793 0.2959 0.0247
H -9.173 2.706 6.525 -0.7865 1.0073 0.6434
H -13.043 1.221 8.000 -0.3156 -0.2282 0.0069
H -14.419 2.252 8.524 0.0284 0.0894 0.0374
H -13.049 1.831 9.624 -0.0004 0.0603 0.5650
O -18.039 -2.193 10.998 0.1493 0.5941 0.0585
H -17.374 -2.720 10.548 0.1806 -0.4974 -0.1528
H -17.531 -1.417 11.285 -0.3381 -0.0425 -0.0643
O -16.328 -3.877 9.371 -0.0723 -0.0210 -0.5219
H -15.513 -4.141 9.796 0.2848 -0.0661 0.1876
H -16.147 -3.969 8.422 -0.1433 0.1123 0.3135
O -17.877 -2.206 7.508 -0.2543 0.5729 0.1041
H -18.576 -1.542 7.399 0.2131 -0.2157 -0.2644
H -17.922 -2.368 8.457 -0.0171 -0.3062 0.3142
O -13.246 -1.318 7.473 0.4317 -0.2383 -0.4434
H -13.085 -1.431 6.531 0.1548 -0.0283 0.0873
H -14.134 -0.951 7.522 -0.4125 0.1644 0.4088
O -16.458 0.473 11.028 -0.1911 0.2743 -0.2906
H -15.915 0.792 11.751 0.1943 -0.0153 0.1825
H -16.780 1.281 10.597 0.0113 -0.3037 0.1027
O -15.702 -0.398 8.303 -0.2109 0.1308 -0.0423
H -15.848 -0.377 9.259 0.1263 0.0063 0.0166
H -16.354 -1.026 7.953 -0.1162 -0.0439 -0.0323
```
Forces are in eV/Å.



Question: Number 2 is which compound?
Answer: C8H28MnN2O6